Molecular formula: H5N2PS
Method: DFT, ωB97M-V/def2-TZVPD

Computed properties:
E   -23185.0399 eV
HOMO   -0.3390 hartree
SMILES   [H]/N=P/N.S
Energy relative to the best compared isomer or geometry (same formula, charge and spin)   96.88 kJ/mol

```
! RIJCOSX wB97M-V def2-TZVPD def2/J DEFGRID3
* xyz 0 1
N 0.2579 0.7287 1.2436
N 1.8825 0.2598 -0.6283
P 1.7659 1.0003 0.8638
S -2.5435 -0.4120 -0.4734
H -1.4451 0.2027 -0.1563
H -0.0530 1.0242 2.1461
H 2.7234 -0.1626 -0.9929
H 1.0926 0.2396 -1.2393
H -2.2000 -1.6827 -0.7600
*
```

These are the Löwdin partial charges, in e, on atoms 1 to 8: atom 1 (N): -0.338, atom 2 (N): -0.253, atom 3 (P): 0.689, atom 4 (S): 0.468, atom 5 (H): -0.331, atom 6 (H): -0.057, atom 7 (H): 0.023, atom 8 (H): 0.017

Molecular formula: C9H15N2Sn
Method: DFT, ωB97M-V/def2-TZVPD

Computed properties:
E   -18383.8412 eV
HOMO (alpha / beta)   0.0000 / -0.0064 hartree
Energy relative to the best compared isomer or geometry (same formula, charge and spin)   0.00 kJ/mol

```
! RIJCOSX wB97M-V def2-TZVPD def2/J DEFGRID3
* xyz -1 1
C 3.3259 1.6792 -2.2386
Sn 0.0418 -2.0593 -1.7502
N -1.9992 -2.7771 -2.4034
N -0.3346 -0.0925 -3.9019
H -2.7389 -2.2744 -1.9675
H 3.9651 0.8260 -2.3289
H 3.5081 2.2577 -1.3454
H 2.2170 1.3797 -2.2034
H 3.5910 2.4702 -2.9619
H -1.2565 0.3581 -3.8114
H -0.2969 -0.6043 -4.8298
H 0.3867 0.6816 -3.8775
H -2.1548 -2.8645 -3.3831
H -1.9080 -3.6806 -1.9892
C -0.3418 -0.2383 -0.6629
C -0.5068 0.0507 0.5305
C -0.4956 0.3656 1.9428
C -1.6346 0.8756 2.5960
C -1.6276 0.9652 3.9814
C -0.4873 0.5747 4.7378
C 0.6611 0.0798 4.0717
C 0.6496 -0.0054 2.6952
H -2.4827 1.0782 1.9703
H -2.4979 1.2257 4.5803
H -0.6461 0.5609 5.8207
H 1.5594 -0.3569 4.5214
H 1.5035 -0.4756 2.2069
*
```

These are the Löwdin partial charges, in e, on atoms 1 to 8: atom 1 (C): -0.074, atom 2 (Sn): 0.311, atom 3 (N): -0.133, atom 4 (N): -0.122, atom 5 (H): 0.015, atom 6 (H): -0.004, atom 7 (H): -0.004, atom 8 (H): 0.026

Molecular formula: C20H59NO9
Method: DFT, ωB97M-V/def2-TZVPD

Computed properties:
E   -41611.0656 eV
HOMO   -0.3584 hartree
SMILES   COC[C@H](C)N.CCO.CCO.CCO.CCO.CCO.CCO.CCO.CCO
Energy relative to the best compared isomer or geometry (same formula, charge and spin)   95.50 kJ/mol

```
! RIJCOSX wB97M-V def2-TZVPD def2/J DEFGRID3
* xyz 0 1
C 3.1851 2.9217 0.7776
C 2.6737 3.9776 1.7019
O 1.8395 4.9277 1.1362
H 3.8709 2.2987 1.3717
H 3.7771 3.3145 -0.0558
H 2.4080 2.3450 0.2958
H 3.5188 4.4728 2.2441
H 2.0621 3.4771 2.5012
H 1.2737 4.5691 0.4280
C -0.8189 3.2253 -1.6810
C -2.2260 2.7406 -2.0076
O -3.0932 3.0742 -0.8731
H -0.2437 3.3360 -2.6086
H -0.2905 2.6316 -0.9574
H -0.8054 4.2817 -1.3690
H -2.1587 1.6548 -2.1463
H -2.6927 3.1429 -2.8855
H -3.9305 2.5829 -0.9815
C -1.8902 -3.7830 2.0905
C -0.5787 -4.3278 1.4490
O -0.3923 -3.7518 0.1627
H -2.1929 -4.4458 2.8830
H -2.7279 -3.7501 1.3619
H -1.7573 -2.7678 2.4967
H -0.5437 -5.4065 1.4077
H 0.3234 -4.0734 2.0489
H -0.2997 -4.4789 -0.4675
C 3.0235 -2.1988 3.3527
C 3.6833 -2.3059 1.9235
O 3.5213 -1.1549 1.1765
H 1.9746 -1.8589 3.2612
H 3.5708 -1.4470 3.9559
H 3.0048 -3.1650 3.8181
H 3.2749 -3.1758 1.3964
H 4.7449 -2.5111 1.9876
H 2.5390 -1.0831 0.9327
C -0.4477 0.2057 4.2230
C 0.7726 0.9878 4.5065
O 0.6684 1.4174 5.8515
H -0.4402 -0.1608 3.1613
H -1.3448 0.8333 4.2871
H -0.5548 -0.6963 4.7922
H 0.9513 1.7951 3.7788
H 1.6268 0.3625 4.4825
H 1.3849 2.0143 6.0449
C 3.2693 -2.7491 -2.0611
C 1.8511 -3.1030 -2.3859
O 1.6378 -3.3985 -3.7451
H 3.4779 -1.7339 -2.3668
H 3.8746 -3.5038 -2.5092
H 3.3989 -2.7878 -0.9679
H 1.1787 -2.3094 -2.0385
H 1.5777 -4.0076 -1.8420
H 1.3226 -2.5986 -4.1774
C -1.4352 -0.0547 0.3353
C 0.0719 0.0374 0.6792
O 0.4791 -1.2656 0.9800
H -1.7920 0.9920 0.2168
H -1.9921 -0.6691 1.0813
H -1.5105 -0.6221 -0.6013
H 0.3163 0.6327 1.5640
H 0.5892 0.5233 -0.1662
H 0.1046 -1.9171 0.3524
C -4.3160 0.5615 2.8536
C -4.9085 -0.6143 3.6045
O -6.2596 -0.8715 3.2692
H -4.4253 0.3716 1.7659
H -3.2640 0.6318 3.1734
H -4.7137 1.5411 3.1512
H -4.9468 -0.4910 4.6739
H -4.2928 -1.5070 3.4032
H -6.3790 -0.4802 2.3951
C -0.7510 -0.4259 -3.6283
C 0.0883 0.0616 -4.7989
C 0.1186 1.5699 -5.0710
O -1.2028 2.1267 -5.2194
C -1.1895 3.4486 -5.7348
N 1.4522 -0.4692 -4.6141
H -1.7747 0.0012 -3.7168
H -0.3344 -0.0432 -2.6662
H -0.8428 -1.5290 -3.5250
H -0.2960 -0.4291 -5.7217
H 0.7593 1.7191 -5.9420
H 0.6578 2.0755 -4.2648
H -0.6774 3.5749 -6.7192
H -0.7558 4.0563 -4.9357
H -2.2599 3.7087 -5.9086
H 1.9616 -0.2886 -5.4665
H 1.8884 0.1878 -3.9604
*
```

These are the Löwdin partial charges, in e, on atoms 1 to 8: atom 1 (C): -0.092, atom 2 (C): -0.363, atom 3 (O): -0.072, atom 4 (H): 0.087, atom 5 (H): 0.079, atom 6 (H): 0.050, atom 7 (H): 0.128, atom 8 (H): 0.100

Molecular formula: C6H14N2O
Method: DFT, ωB97M-V/def2-TZVPD

Computed properties:
E   -11474.1974 eV
HOMO   -0.3063 hartree
SMILES   CO[C@]1(N)CN(C)[C@H]1C
Energy relative to the best compared isomer or geometry (same formula, charge and spin)   344.71 kJ/mol

```
! RIJCOSX wB97M-V def2-TZVPD def2/J DEFGRID3
* xyz 0 1
C -0.1409 -0.8046 -0.2596
C -0.1810 0.3208 0.7494
C 1.0672 -1.4320 0.4439
C -2.7830 -0.7529 -0.3293
C 2.4156 0.5925 0.4334
C -0.4077 1.7716 0.3927
N 1.3459 -0.1352 1.0985
N 0.1045 -0.4741 -1.6161
O -1.6104 -1.4752 -0.0665
H -0.7306 0.0776 1.6619
H 0.4540 0.4456 -1.8480
H 0.3854 -1.2557 -2.1987
H 0.7914 -2.2084 1.1666
H 1.8530 -1.8331 -0.2052
H -2.6399 -0.0014 -1.1236
H -3.5762 -1.4373 -0.6543
H -3.1161 -0.2341 0.5825
H 3.3759 0.1188 0.6717
H 2.3369 0.6354 -0.6601
H 2.4671 1.6161 0.8159
H 0.0586 2.0573 -0.5539
H -1.4792 1.9846 0.3318
H 0.0095 2.4235 1.1670
*
```

These are the Löwdin partial charges, in e, on atoms 1 to 8: atom 1 (C): -0.399, atom 2 (C): -0.218, atom 3 (C): -0.109, atom 4 (C): -0.167, atom 5 (C): -0.130, atom 6 (C): -0.049, atom 7 (N): -0.111, atom 8 (N): 0.123